[1]
The following is a quantum chemistry calculation of a structure of composition C21H28N4OS5Sb2Zn, from the Open Molecules 2025 dataset.

Its energy above the lowest of the compared OMol25 structures with the same formula, charge and spin is 0.946 eV. The net charge is -2. Its LUMO energy is 0.1276 Eh. The molar mass is 821.73 g/mol. Its HOMO energy is -1.24 eV. The calculation puts the frontier orbital gap at 0.173 Ha.

The geometry in XYZ format:
```
62
C21H28N4OS5Sb2Zn | the Open Molecules 2025 dataset | the ωB97M-V functional and the def2-TZVPD basis
O 5.745 6.754 6.556
N 0.033 1.917 4.754
Zn -0.116 0.796 0.044
C 3.786 3.514 1.230
C 3.800 5.612 5.789
C 3.473 4.874 1.156
H -2.217 -2.633 -5.053
S -1.793 -0.897 0.760
N 0.420 1.294 2.059
H 0.444 -2.683 -5.056
C 0.415 0.364 2.978
H 0.035 3.307 1.677
H -1.285 -4.121 -4.850
N 1.970 0.131 -2.033
Sb -3.425 1.038 0.174
H -0.201 -1.192 4.866
C 2.617 1.767 -0.356
S 5.825 6.556 3.982
C -1.039 -0.229 -3.598
Sb -0.201 -1.901 -2.505
H -1.838 -4.091 -2.357
N 0.214 -0.355 5.263
C 1.658 -4.005 -3.822
S -1.959 -1.061 2.810
H -2.114 -0.403 -3.631
H -0.232 -0.078 6.122
H 0.772 -0.618 2.700
C -0.025 2.867 3.775
C 0.224 0.694 4.348
C 3.162 2.564 0.364
H 6.073 3.693 3.750
C 4.082 5.793 1.997
C -1.913 -3.186 -2.967
H 2.263 -4.386 -4.655
H 3.818 6.843 1.944
H 2.863 0.380 -2.477
C 5.141 6.290 5.628
C 4.723 3.102 2.191
H -0.895 0.650 -2.972
H 2.731 5.198 0.436
H -0.209 3.884 4.099
H 3.035 6.388 5.724
H 1.821 -1.882 -4.293
S -1.596 2.395 -0.726
C 5.017 5.375 2.937
C 1.746 0.798 -0.952
H -0.653 -0.809 -5.683
S -4.524 0.194 -1.652
C 0.124 2.563 2.458
C 1.038 -2.634 -4.138
H -2.765 -2.615 -2.588
H -0.892 0.925 -5.432
C 5.342 4.021 3.020
H -3.034 -4.130 -4.597
H 2.305 -3.953 -2.940
H 0.886 -4.756 -3.611
C -2.120 -3.538 -4.444
H 3.595 4.871 5.024
H 3.747 5.158 6.778
H 0.631 0.164 -4.955
C -0.454 0.018 -4.993
H 4.951 2.047 2.271
```

[2]
The following is a quantum chemistry calculation of a cluster of 6 separate species, C24H57BFNO12S in total in a non-equilibrium geometry, from the Open Molecules 2025 dataset.

Its energy above the lowest of the compared OMol25 structures with the same formula, charge and spin is 1.343 eV. Its LUMO energy is 0.0008 Eh. The molar mass is 613.59 g/mol. Its HOMO energy is -8.69 eV. As for the structure (SMILES): C=CC(=O)OCCCCCCN(OB(O)O)S(=O)(=O)F.CC(C)O.CC(C)O.CC(C)O.CC(C)O.CC(C)O. The calculation puts the frontier orbital gap at 0.320 Ha.

The geometry in XYZ format:
```
97
C24H57BFNO12S | the Open Molecules 2025 dataset | the ωB97M-V functional and the def2-TZVPD basis
C -0.565 0.249 -1.880
H -6.640 -7.445 2.191
H 5.382 -0.564 1.971
H -7.773 -1.542 -3.432
C -8.675 -0.297 -5.744
H -3.065 0.316 -1.136
H 8.259 -0.081 4.034
O -3.346 -6.777 2.046
H 2.372 9.046 1.796
C 4.662 -0.601 -2.046
H -4.564 -7.270 3.598
H 2.062 2.927 2.401
H -4.309 -4.799 3.539
H 4.318 -3.412 -2.503
H 4.929 2.102 3.089
H 2.099 2.342 -1.560
C 7.329 -0.448 2.108
C 3.880 2.235 3.353
H 0.435 1.374 -0.339
H -5.698 -6.949 0.771
H 1.266 -0.158 -0.682
H 7.378 1.031 0.531
C -8.738 -1.896 -3.808
O -2.771 -4.037 -1.046
C -8.810 -1.751 -5.321
H -0.784 -1.363 -0.327
H 8.314 1.481 1.967
H -7.709 0.110 -5.430
C 3.128 2.827 2.173
H -3.729 0.974 -3.950
H 1.320 7.619 1.810
H -5.073 -4.728 1.967
O -7.774 -2.523 -5.927
O 5.371 -0.162 -2.876
C -5.041 -5.294 2.900
C 3.358 7.210 2.399
C 2.142 8.119 2.325
H 6.486 0.001 4.051
C 0.740 0.686 -1.149
O -4.587 0.689 -3.606
C -4.639 -6.738 2.648
C -1.273 -0.981 -1.233
H -9.468 0.317 -5.311
C 1.654 1.505 -2.119
H 5.383 -1.725 -0.264
H -9.531 -1.331 -3.317
H 3.672 6.934 1.391
H 3.206 2.173 1.301
H 2.732 6.228 3.968
H 2.409 -0.056 -3.458
B -4.605 -0.686 -3.453
H -6.927 -2.178 -5.616
H 6.099 -3.671 -1.962
H 1.024 1.880 -2.941
H -0.264 -0.015 -2.909
F -5.143 -3.860 -1.296
O 3.012 6.000 3.074
H -3.396 -6.309 1.204
C 2.802 0.643 -2.694
H -1.263 1.101 -1.888
H -8.720 -0.209 -6.830
C 7.347 -0.523 3.627
C 3.772 3.123 4.582
H 2.728 3.232 4.892
H -8.826 -2.944 -3.518
H -9.759 -2.152 -5.682
H 6.544 1.563 1.979
S -3.832 -3.135 -0.770
C 7.402 0.991 1.622
H 5.373 7.222 3.180
H 1.784 8.370 3.328
H 4.229 8.131 4.155
O -4.413 -1.456 -4.560
H -4.084 -2.343 -4.345
C -2.791 -0.717 -0.884
N -3.607 -1.702 -1.626
C -5.643 -7.442 1.747
H -6.021 -5.234 3.379
H 7.284 -1.560 3.960
H 4.182 4.115 4.389
H 8.169 -1.015 1.703
O 3.484 -0.037 -1.643
H -5.337 -8.474 1.566
H 4.810 8.807 2.621
O 3.358 0.938 3.651
H 2.429 1.039 3.887
C 5.119 -1.871 -1.324
H 4.308 2.680 5.424
C 4.510 7.888 3.126
O 6.135 -1.057 1.617
C 5.198 -3.050 -1.953
O -4.795 -1.178 -2.135
H 3.452 1.336 -3.253
H -1.247 -1.802 -1.967
H -2.868 -0.801 0.210
H 3.518 3.810 1.909
O -3.968 -2.971 0.651
```

[3]
The following is a quantum chemistry calculation of a structure of composition C23H37FeO2 in a non-equilibrium geometry, from the Open Molecules 2025 dataset.

Its energy above the lowest of the compared OMol25 structures with the same formula, charge and spin is 0.192 eV. Its LUMO energy (spin up / spin down) is 0.0252 / -0.0011 Eh. The molar mass is 401.39 g/mol. Its HOMO energy (spin up / spin down) is -6.11 / -7.68 eV. The calculation puts the frontier orbital gap (spin up / spin down) at 0.250 / 0.281 Ha. Its spin multiplicity is 6.

The geometry in XYZ format:
```
63
C23H37FeO2 | the Open Molecules 2025 dataset | the ωB97M-V functional and the def2-TZVPD basis
H -2.600 0.237 0.657
H 2.577 4.078 -2.785
C -2.778 0.326 1.739
C -1.473 -3.363 0.769
C -0.989 -0.489 3.953
H 4.529 1.164 -2.992
H -1.291 0.365 4.545
H -0.616 -4.026 0.824
H -0.520 -3.771 3.460
H 3.011 0.406 0.096
H 2.602 -3.007 -1.287
H -1.577 2.166 3.905
C -3.532 -2.360 1.217
C 1.655 -2.597 -0.913
C 2.337 3.332 -3.562
O 2.596 2.017 -3.031
C -2.603 2.148 3.524
H -3.839 2.319 0.289
H 4.502 2.040 -5.724
C 3.235 3.594 -4.803
C 3.764 1.464 -3.740
H 2.552 0.295 -2.203
H -0.488 -0.111 -2.115
H 5.268 2.913 -4.344
C 0.435 0.234 -1.632
H -1.306 -2.560 -1.310
H 3.892 -1.055 -0.384
H -3.682 -1.402 -0.819
H 3.687 4.596 -4.786
C -3.824 2.490 1.368
H 1.270 3.414 -3.829
H -2.709 -3.937 2.594
H 2.648 3.460 -5.724
C -0.019 -0.487 2.889
C 0.277 -1.859 2.586
C -1.841 -2.587 -0.366
H -3.180 1.418 4.108
H 0.499 0.376 2.468
H 0.873 -2.870 -1.629
H -4.752 2.085 1.786
H -3.037 3.133 3.708
C 1.785 -1.109 -0.787
H 1.444 -3.097 0.039
H -3.832 0.067 1.927
H 3.442 0.557 -4.294
C 2.959 -0.683 0.056
H -4.511 -2.201 1.661
H -3.820 3.571 1.554
C -2.537 -3.276 1.746
H 1.098 -2.203 1.961
C 4.330 2.499 -4.741
H 1.622 -1.035 -3.021
H -1.684 2.141 1.574
H 0.455 1.327 -1.524
C 1.730 -0.401 -2.146
C -3.104 -1.984 -0.110
C -1.357 -1.843 4.233
H 2.884 -1.080 1.077
H -2.036 -2.180 5.015
C -2.625 1.810 2.042
C -0.559 -2.685 3.394
Fe -1.832 -1.358 2.186
O 0.593 -0.429 -0.348
```

[4]
The following is a quantum chemistry calculation of a structure of composition C29H35Cl3IrN4O2P2 in a non-equilibrium geometry, from the Open Molecules 2025 dataset.

Its energy above the lowest of the compared OMol25 structures with the same formula, charge and spin is 0.000 eV. The net charge is +2. Its LUMO energy (spin up / spin down) is -0.2123 / -0.3432 Eh. The molar mass is 832.15 g/mol. Its HOMO energy (spin up / spin down) is -12.73 / -13.19 eV. The calculation puts the frontier orbital gap (spin up / spin down) at 0.256 / 0.142 Ha. Its spin multiplicity is 6.

The geometry in XYZ format:
```
76
C29H35Cl3IrN4O2P2 | the Open Molecules 2025 dataset | the ωB97M-V functional and the def2-TZVPD basis
C -1.008 -1.932 4.489
H -4.636 0.652 4.068
H -0.931 -1.816 -6.479
H -5.577 -2.193 -3.222
C -1.202 -0.816 -4.529
C 1.520 2.341 3.216
H -3.826 1.577 -1.891
C 1.965 0.127 3.460
C -4.036 0.549 -2.185
C 2.823 -1.312 -1.778
H -3.208 -2.665 -1.996
C -2.804 1.848 4.643
C 4.551 -0.028 -0.408
H 3.670 2.860 -1.644
H -0.083 -1.558 -0.024
H -1.800 1.890 -1.639
C -1.096 -1.666 -0.495
N -0.789 -1.134 -3.221
C -1.203 -1.564 3.006
Cl -0.063 -3.427 4.398
H -1.873 -1.663 0.298
H -1.773 0.086 -4.692
H 4.334 -2.187 -0.644
Cl -0.107 -0.657 5.392
H 5.168 -0.402 0.415
H 0.938 3.203 2.927
H 2.549 1.547 -3.713
C 3.418 0.676 0.273
H -2.056 1.792 0.678
C 4.212 -1.302 -1.274
H -1.115 -2.634 -1.005
H 4.046 0.902 -3.029
H -0.722 2.591 4.221
C 2.792 2.218 -1.734
N -3.137 -0.481 -1.889
H -3.170 -0.003 1.912
H 3.678 0.350 4.810
H 4.938 -1.405 -2.076
N 1.061 1.061 2.880
C -0.107 -2.364 -3.311
C -4.925 -1.460 -2.790
H 1.550 -0.421 -3.237
C -3.621 0.967 3.875
H -0.089 1.516 -1.659
H 3.544 1.005 1.325
H 0.336 -2.833 -2.441
C 2.649 2.220 4.008
H 1.950 2.276 0.304
C -0.112 -2.809 -4.629
P -0.226 0.649 1.788
Cl -2.574 -2.157 5.258
H 5.093 0.707 -1.006
H 0.311 -3.737 -5.004
H 3.212 3.045 4.417
C 2.483 1.606 -0.385
H 1.963 2.882 -2.023
C 2.231 -0.118 -2.433
C -3.703 -1.726 -2.230
C 3.000 1.139 -2.801
C 2.918 0.823 4.197
C -2.864 0.564 2.777
P -1.496 -0.426 -1.703
C -1.588 1.982 3.984
H -0.480 2.554 0.448
C -5.138 -0.043 -2.756
H 2.420 -2.255 -2.169
H -5.986 0.481 -3.160
O -2.132 -1.960 2.346
C -1.043 1.239 -1.179
H -3.058 2.338 5.574
N -1.595 1.153 2.861
C -0.782 -1.808 -5.405
Ir 1.826 -0.242 -0.479
C -1.029 1.605 0.331
H 1.809 -0.942 3.374
O -0.191 -0.878 2.413
```

[5]
The following is a quantum chemistry calculation of a cluster of 2 separate species, C9H14OS in total, from the Open Molecules 2025 dataset.

Its energy above the lowest of the compared OMol25 structures with the same formula, charge and spin is 0.324 eV. Its LUMO energy is 0.0279 Eh. The molar mass is 170.28 g/mol. Its HOMO energy is -8.25 eV. As for the structure (SMILES): Cc1ccc(O)cc1.CSC. The calculation puts the frontier orbital gap at 0.331 Ha.

The geometry in XYZ format:
```
25
C9H14OS | the Open Molecules 2025 dataset | the ωB97M-V functional and the def2-TZVPD basis
H -1.411 0.658 1.708
H -1.031 -3.004 -3.124
S -1.904 -1.799 -1.312
H 0.530 4.265 0.586
O -1.750 3.274 1.277
C -1.913 -2.340 0.424
H 0.600 -0.634 1.039
C 2.637 0.265 -0.529
H -1.261 -1.708 1.023
C -0.629 2.531 1.066
H 2.480 3.031 -0.078
H 0.207 -2.897 -1.935
H -1.561 -3.359 0.445
H 3.633 0.519 -0.140
C -0.863 -3.067 -2.052
H -2.527 2.716 1.494
C 1.558 1.058 0.152
C 0.498 3.188 0.589
H 2.514 -0.806 -0.479
H 2.677 0.495 -1.592
C 0.509 0.418 0.803
C -0.578 1.160 1.242
C 1.601 2.446 0.191
H -1.080 -4.040 -1.596
H -2.936 -2.371 0.798
```

Look up the energy above the lowest of the compared OMol25 structures with the same formula, charge and spin of the first one.
0.946 eV